Entry from OMol25: a structure of composition C27H31N6NiS3 (the ωB97M-V functional and the def2-TZVPD basis).

CARTESIAN COORDINATES (ANGSTROEM)
Ni1 -0.273 -1.761 -1.884
S1 4.952 -2.223 3.339
N1 5.094 -2.253 1.732
C1 3.865 -2.272 1.233
C2 3.527 -2.287 -0.182
C3 4.463 -2.297 -1.218
C4 4.013 -2.280 -2.521
C5 2.639 -2.235 -2.766
N2 1.745 -2.231 -1.788
C6 2.177 -2.266 -0.515
C7 1.137 -2.281 0.517
N3 -0.129 -2.302 0.070
C8 -1.126 -2.367 0.942
C9 -0.901 -2.383 2.320
C10 0.395 -2.326 2.790
C11 1.448 -2.283 1.873
C12 2.859 -2.257 2.229
N4 3.343 -2.227 3.464
H1 5.518 -2.318 -0.984
H2 4.702 -2.294 -3.352
H3 2.251 -2.195 -3.776
H4 -2.125 -2.416 0.525
H5 -1.740 -2.442 2.996
H6 0.613 -2.325 3.849
C13 -2.955 2.754 2.385
C14 -2.406 3.118 1.011
C15 -2.585 2.021 -0.036
C16 -1.932 0.694 0.327
N5 -0.511 0.822 0.644
C17 0.482 0.845 -0.246
S2 0.182 0.568 -1.917
N6 1.709 1.101 0.213
C18 2.905 1.272 -0.608
C19 3.097 2.696 -1.112
C20 3.409 3.742 -0.043
C21 2.217 4.180 0.808
H7 -2.851 3.583 3.083
H8 -2.441 1.899 2.828
H9 -4.013 2.500 2.329
H10 -1.346 3.383 1.090
H11 -2.906 4.018 0.651
H12 -2.183 2.353 -0.996
H13 -3.649 1.823 -0.187
H14 -2.040 -0.018 -0.497
H15 -2.399 0.252 1.208
H16 -0.292 1.108 1.589
H17 1.784 1.403 1.174
H18 2.820 0.584 -1.448
H19 3.753 0.958 0.006
H20 2.203 2.986 -1.670
H21 3.917 2.667 -1.834
H22 3.814 4.621 -0.545
H23 4.210 3.373 0.605
H24 1.328 4.326 0.192
H25 2.425 5.121 1.313
H26 1.966 3.464 1.592
S3 -1.962 -2.445 -3.016
C22 -3.509 -1.981 -2.271
C23 -4.413 -2.966 -1.887
C24 -5.624 -2.608 -1.313
C25 -5.946 -1.271 -1.125
C26 -5.049 -0.288 -1.523
C27 -3.835 -0.637 -2.093
H27 -4.166 -4.008 -2.042
H28 -6.324 -3.380 -1.021
H29 -6.891 -0.997 -0.681
H30 -5.302 0.757 -1.403
H31 -3.143 0.126 -2.426

Calculated values
- E_LUMO (spin up / spin down): -3.71 / -3.75 eV
- Total charge: +1
- Molecular weight: 594.48 u
- Gap between HOMO and LUMO (spin up / spin down): 6.684 / 6.652 eV
- Multiplicity: 3
- Strongest force on any atom: 0.6 eV/A